No. 1
Entry from OMol25: a cluster of 2 separate species, C5H7N2 in total in a non-equilibrium geometry (ωB97M-V with the def2-TZVPD basis set).

Output
total charge = +1
largest force on an atom = 0.1308 hartree/bohr
E_HOMO = -12.13 eV
frontier orbital gap = 8.0 eV
energy above the lowest of the compared OMol25 structures with the same formula, charge and spin = 180.0 kcal per mole

Atoms and positions in Å:
N1 3.98 0.41 0.11
N2 -1.60 -0.51 -0.34
C1 -0.33 -1.06 0.18
C2 0.55 -0.15 1.04
C3 1.56 -0.18 -0.02
C4 0.88 -0.95 -0.97
C5 2.83 0.17 -0.13
H1 -1.46 0.50 -0.60
H2 1.20 -0.83 2.22
H3 -1.81 -0.89 -1.29
H4 -2.41 -0.63 0.20
H5 0.18 0.90 1.26
H6 -0.49 -2.15 0.49
H7 4.81 0.88 0.40

No. 2
Entry from OMol25: a cluster of 2 separate species, C5H7N2 in total in a non-equilibrium geometry (ωB97M-V with the def2-TZVPD basis set).

Output
total charge = +1
largest force on an atom = 0.0791 hartree/bohr
E_HOMO = -15.75 eV
frontier orbital gap = 9.3 eV
energy above the lowest of the compared OMol25 structures with the same formula, charge and spin = 112.8 kcal per mole

Atoms and positions in Å:
N1 1.76 0.86 -0.03
N2 2.56 0.11 -0.21
C1 -0.87 1.44 0.52
C2 -0.16 -1.06 0.25
C3 -1.47 2.20 -0.43
C4 -0.35 0.20 0.26
C5 0.80 -2.09 -0.13
H1 1.77 -1.56 -0.28
H2 -1.02 -1.70 0.18
H3 -1.92 3.16 0.03
H4 -1.72 2.10 -1.44
H5 0.50 -2.76 -0.89
H6 1.03 -2.73 0.68
H7 -0.91 1.83 1.50

No. 3
Entry from OMol25: the ion C5H7N2 with charge +1 in a non-equilibrium geometry (ωB97M-V with the def2-TZVPD basis set).

Output
total charge = +1
largest force on an atom = 0.0928 hartree/bohr
E_HOMO (spin up / spin down) = -14.13 / -13.76 eV
frontier orbital gap (spin up / spin down) = 7.5 / 7.2 eV
energy above the lowest of the compared OMol25 structures with the same formula, charge and spin = 238.6 kcal per mole

Atoms and positions in Å:
N1 1.17 -0.30 -0.09
N2 -1.50 -0.21 0.00
C1 0.55 -1.51 -0.23
C2 -0.80 -1.18 0.04
C3 0.52 0.84 -0.07
C4 2.65 -0.16 0.03
C5 -2.84 0.15 -0.08
H1 0.87 1.75 0.55
H2 2.82 -0.39 1.00
H3 -3.60 -0.65 -0.12
H4 3.02 -0.84 -0.79
H5 3.03 0.96 -0.11
H6 -2.97 0.65 -0.95
H7 -2.92 0.91 0.82